Version A
Below is a gas-phase ion, C4H6NO (charge +1), with properties calculated with ωB97M-V with the def2-TZVPD basis set.

Values from the calculation:
Net charge: +1
Kohn-Sham gap, eV: 10.3007
LUMO, Ha: -0.198
Structure (SMILES): C[N+]1=C[C@@]12CO2
HOMO, Ha: -0.577

CARTESIAN COORDINATES (ANGSTROEM)
1 C 0.903 0.917 -1.382
2 N 0.304 0.639 -0.167
3 C 0.023 0.979 1.015
4 C -0.323 -0.384 0.664
5 C -1.299 -1.464 0.712
6 O 0.113 -1.594 1.037
7 H 0.478 0.445 -2.235
8 H 1.938 0.578 -1.346
9 H 1.085 1.974 -1.533
10 H 0.024 1.672 1.867
11 H -1.873 -1.755 1.562
12 H -1.373 -2.008 -0.192

***

Version B
Below is a gas-phase ion, C4H6NO (charge +1), with properties calculated with ωB97M-V with the def2-TZVPD basis set.

Values from the calculation:
Net charge: +1
Kohn-Sham gap (spin up / spin down), eV: 8.4835 / 8.4854
LUMO (spin up / spin down), Ha: -0.264 / -0.263
HOMO (spin up / spin down), Ha: -0.575 / -0.575

CARTESIAN COORDINATES (ANGSTROEM)
1 C 1.751 1.243 -0.385
2 C 2.468 0.213 -0.089
3 C 0.646 -1.178 0.267
4 C -1.573 -0.074 -0.039
5 N -0.184 -0.307 0.013
6 O 1.996 -1.051 0.215
7 H 1.773 2.252 -0.722
8 H 3.599 0.191 -0.246
9 H 0.318 -2.262 0.311
10 H -1.585 1.028 -0.467
11 H -2.217 -0.830 -0.569
12 H -1.922 -0.040 0.899

***

Version C
Below is a gas-phase ion, C4H6NO (charge +1), with properties calculated with ωB97M-V with the def2-TZVPD basis set.

Values from the calculation:
Net charge: +1
Kohn-Sham gap, eV: 10.0690
LUMO, Ha: -0.213
Structure (SMILES): C[N+]1=C[C@@]12CO2
HOMO, Ha: -0.583

CARTESIAN COORDINATES (ANGSTROEM)
1 C -1.559 -0.095 -0.255
2 N -0.171 -0.113 -0.544
3 C 0.868 0.268 -1.290
4 C 1.228 -0.307 -0.021
5 C 1.797 -0.191 1.331
6 O 1.777 -1.442 0.421
7 H -1.782 -1.179 -0.173
8 H -2.007 0.258 -1.118
9 H -1.764 0.418 0.821
10 H 1.127 0.853 -2.125
11 H 2.830 0.012 1.552
12 H 1.020 -0.223 2.023

***

version A is the most stable structure; the next one sits 6.5 kcal/mol above it.

***

Version A
Below is a gas-phase ion, C5H13N4OS (charge +1), with properties calculated with ωB97M-V with the def2-TZVPD basis set.

Values from the calculation:
Net charge: +1
Kohn-Sham gap, eV: 10.3698
LUMO, Ha: -0.121
Structure (SMILES): C[N+]1(C(=O)NS(C)(=N)=N)CC1
HOMO, Ha: -0.502

CARTESIAN COORDINATES (ANGSTROEM)
1 C -2.242 -1.001 -0.603
2 N -1.661 0.009 0.342
3 C -0.026 0.304 0.392
4 O 0.193 1.384 0.922
5 N 0.842 -0.504 -0.123
6 S 2.864 -0.162 0.124
7 C 2.727 1.161 -1.072
8 N 3.415 -1.442 -0.522
9 N 3.210 0.118 1.583
10 C -2.294 1.277 0.441
11 C -2.420 0.384 1.562
12 H -1.721 -0.879 -1.542
13 H -2.035 -1.988 -0.068
14 H -3.395 -0.811 -0.619
15 H 0.628 -1.440 -0.492
16 H 3.174 2.128 -0.779
17 H 3.201 0.550 -1.893
18 H 1.648 1.193 -1.334
19 H 4.014 -1.912 0.129
20 H 3.235 1.069 1.754
21 H -3.216 1.403 -0.233
22 H -1.715 2.092 0.423
23 H -1.791 0.641 2.443
24 H -3.328 -0.233 1.717

***

Version B
Below is a molecular structure, C5H13N4OS, with properties calculated with ωB97M-V with the def2-TZVPD basis set.

Values from the calculation:
Net charge: +1
Kohn-Sham gap, eV: 10.4561
LUMO, Ha: -0.117
HOMO, Ha: -0.501

CARTESIAN COORDINATES (ANGSTROEM)
1 C 0.511 0.208 -1.564
2 C -0.408 -1.602 1.543
3 C 0.817 -1.851 0.669
4 C -1.518 -0.936 0.684
5 C 1.619 -0.578 0.561
6 N -1.507 0.550 0.811
7 N 0.897 0.366 -0.316
8 N 0.981 -0.589 -2.537
9 N -0.615 0.944 -1.664
10 O -1.044 4.204 0.621
11 S -0.619 1.443 0.039
12 H -0.876 -2.536 2.042
13 H 0.034 -0.991 2.330
14 H 1.337 -2.674 1.165
15 H 0.527 -2.212 -0.247
16 H -1.398 -1.218 -0.331
17 H -2.650 -1.064 1.159
18 H 1.719 -0.014 1.492
19 H 2.638 -0.707 0.193
20 H 1.784 -1.316 -2.273
21 H 0.729 -0.410 -3.479
22 H -1.454 4.696 1.391
23 H -0.855 1.389 -2.469
24 H -0.648 4.898 0.181

***

version B is the most stable structure; the next one sits 56.6 kcal/mol above it.

***

Version A
Below is 2 unconnected molecules or ions with the total composition C10H15NO2, with properties calculated with ωB97M-V with the def2-TZVPD basis set.

Values from the calculation:
Kohn-Sham gap, eV: 9.3551
LUMO, Ha: 0.029
Structure (SMILES): Cc1ccc(O)cc1.CCC(N)=O
HOMO, Ha: -0.315

CARTESIAN COORDINATES (ANGSTROEM)
1 C -4.290 -2.074 1.836
2 C -2.987 -1.566 1.281
3 C -3.135 -0.393 0.491
4 C -2.013 0.161 -0.200
5 C -0.842 -0.393 0.019
6 O 0.362 0.093 -0.507
7 C -0.669 -1.582 0.734
8 C -1.790 -2.280 1.231
9 H -5.000 -1.252 1.644
10 H -4.282 -2.365 2.945
11 H -4.523 -2.941 1.236
12 H -4.030 0.167 0.463
13 H -2.119 0.894 -1.024
14 H 0.318 1.043 -0.679
15 H 0.298 -1.980 0.766
16 H -1.622 -3.332 1.644
17 C 4.448 1.163 -0.355
18 C 2.948 1.531 -0.247
19 C 2.142 2.205 -1.426
20 N 1.508 1.408 -2.348
21 O 2.230 3.337 -1.666
22 H 4.736 0.637 -1.229
23 H 4.715 0.589 0.534
24 H 5.140 1.952 -0.176
25 H 2.434 0.571 0.234
26 H 2.921 2.401 0.480
27 H 1.514 1.631 -3.415
28 H 1.588 0.373 -2.268

***

Version B
Below is 2 unconnected molecules or ions with the total composition C10H15NO2, with properties calculated with ωB97M-V with the def2-TZVPD basis set.

Values from the calculation:
Kohn-Sham gap, eV: 9.0764
LUMO, Ha: 0.032
Structure (SMILES): Cc1ccc(O)cc1.CCC(N)=O
HOMO, Ha: -0.302

CARTESIAN COORDINATES (ANGSTROEM)
1 C -2.507 -0.883 1.235
2 C -1.063 -1.317 1.477
3 C -0.131 -0.347 1.784
4 C 1.259 -0.641 1.756
5 C 1.682 -1.887 1.419
6 O 2.975 -2.099 1.539
7 C 0.855 -2.894 1.044
8 C -0.466 -2.518 0.961
9 H -2.568 0.254 1.334
10 H -3.119 -1.271 2.035
11 H -3.037 -1.276 0.348
12 H -0.202 0.783 2.079
13 H 1.918 0.163 2.219
14 H 3.209 -2.979 1.139
15 H 1.185 -3.896 0.837
16 H -1.121 -3.079 0.336
17 C 1.646 2.375 -1.880
18 C 0.400 1.941 -1.099
19 C -0.619 1.246 -2.030
20 N -1.744 2.033 -2.265
21 O -0.392 0.102 -2.330
22 H 2.429 1.728 -1.741
23 H 1.812 3.322 -1.525
24 H 1.222 2.302 -2.911
25 H 0.541 1.251 -0.256
26 H -0.005 2.909 -0.537
27 H -2.474 1.760 -3.030
28 H -1.682 2.916 -1.940

***

Version C
Below is 2 unconnected molecules or ions with the total composition C10H15NO2, with properties calculated with ωB97M-V with the def2-TZVPD basis set.

Values from the calculation:
Kohn-Sham gap, eV: 8.8999
LUMO, Ha: 0.031
Structure (SMILES): Cc1ccc(O)cc1.CCC(N)=O
HOMO, Ha: -0.296

CARTESIAN COORDINATES (ANGSTROEM)
1 C 2.610 -0.965 0.251
2 C 1.175 -1.144 0.760
3 C 0.820 -0.944 2.080
4 C -0.551 -1.157 2.322
5 C -1.380 -1.709 1.322
6 O -2.718 -1.681 1.561
7 C -0.970 -1.978 0.011
8 C 0.355 -1.641 -0.252
9 H 2.705 -0.139 -0.471
10 H 2.950 -1.769 -0.420
11 H 3.345 -0.696 1.050
12 H 1.525 -0.608 2.787
13 H -0.914 -0.762 3.270
14 H -2.956 -1.421 2.454
15 H -1.651 -2.374 -0.716
16 H 0.710 -1.774 -1.293
17 C 0.324 2.199 -0.023
18 C -1.021 1.755 -0.585
19 C -0.951 0.978 -1.909
20 N -0.482 1.776 -2.991
21 O -1.451 -0.099 -2.105
22 H 0.999 1.293 -0.231
23 H 0.376 2.461 1.013
24 H 0.651 3.030 -0.617
25 H -1.372 0.799 0.054
26 H -1.649 2.618 -0.662
27 H -0.446 1.321 -3.892
28 H -0.032 2.631 -2.768

***

version C is the most stable structure; the next one sits 19.3 kcal/mol above it.